9
Properties=species:S:1:pos:R:3:lowdin_charge:R:1 method="wB97M-V/def2-TZVPD" fmax_ev_per_a=2.8 homo_ev=-8.38 lumo_energy_ha=-0.0305 e_above_lowest_kcal_mol=0.7 mol_weight_g_mol=120.0 charge=0 smiles="FC1=PCP=C1"
H 0.871 -1.473 -0.568 0.004
H 0.868 -0.883 1.022 -0.002
H -1.130 2.543 0.157 0.067
C 0.329 -0.857 0.116 -0.710
C -0.872 1.469 -0.062 -0.477
P 0.718 0.973 -0.140 0.893
P -1.464 -1.206 -0.071 0.935
C -1.894 0.457 0.034 -0.637
F -3.264 0.622 -0.039 -0.073

8
Properties=species:S:1:pos:R:3:lowdin_charge:R:1 method="wB97M-V/def2-TZVPD" fmax_ev_per_a=4.8 homo_ev=-9.25 lumo_energy_ha=-0.0344 e_above_lowest_kcal_mol=19.2 mol_weight_g_mol=90.1 charge=0 smiles="C=C(F)C=S"
H -0.298 -0.139 -2.231 0.068
C -0.346 0.045 -0.062 -0.482
F -1.725 0.426 0.075 -0.041
C 0.143 -0.151 -1.250 0.073
C 0.228 0.162 1.208 -0.624
S -0.249 -0.923 2.252 0.819
H 0.967 0.940 1.327 0.077
H 1.280 -0.361 -1.320 0.111

8
Properties=species:S:1:pos:R:3:lowdin_charge:R:1 method="wB97M-V/def2-TZVPD" fmax_ev_per_a=1.3 homo_ev=-8.93 lumo_energy_ha=-0.0324 e_above_lowest_kcal_mol=0.3 mol_weight_g_mol=90.1 charge=0 smiles="F/C=C/C=S"
H -1.364 0.719 -0.226 0.108
F -1.626 -0.134 -2.073 0.017
H 0.555 -1.374 -1.448 0.112
C 0.222 -0.645 -0.723 -0.168
C -0.897 0.047 -0.939 -0.115
C 0.986 -0.455 0.482 -0.699
H 1.894 -1.089 0.463 0.059
S 0.730 0.579 1.685 0.686

9
Properties=species:S:1:pos:R:3:lowdin_charge:R:1 method="wB97M-V/def2-TZVPD" fmax_ev_per_a=3.5 multiplicity=2 homo_ev="-14.07 / -13.71" lumo_energy_ha="-0.2162 / -0.3053" e_above_lowest_kcal_mol=136.5 mol_weight_g_mol=140.8 charge=+1
O -2.306 0.658 -1.919 -0.273
C -1.676 0.392 -0.674 -0.266
Ga -2.202 0.967 -3.787 1.007
C -3.728 0.487 -1.969 -0.054
H -0.964 -0.446 -0.836 0.155
O -4.043 0.623 -3.167 -0.020
H -1.053 1.258 -0.379 0.169
C -2.561 -0.030 0.389 0.266
H -3.578 0.298 0.104 0.016

9
Properties=species:S:1:pos:R:3:lowdin_charge:R:1 method="wB97M-V/def2-TZVPD" fmax_ev_per_a=6.0 homo_ev="-21.93 / -20.44" lumo_energy_ha="-0.5044 / -0.5147" e_above_lowest_kcal_mol=57.9 mol_weight_g_mol=140.8 charge=+2
C -1.663 1.086 0.044 -0.043
H -3.799 1.122 -0.042 0.154
C -2.866 0.626 -0.335 0.165
C 1.425 -0.905 0.668 -0.228
H -1.679 1.963 0.710 0.128
O 2.393 -1.297 0.154 0.363
H -2.962 -0.313 -0.894 0.128
O 0.302 -0.512 0.565 0.078
Ga 0.105 0.722 -0.932 1.255

10
Properties=species:S:1:pos:R:3:lowdin_charge:R:1 method="wB97M-V/def2-TZVPD" fmax_ev_per_a=4.1 homo_ev="-8.44 / -8.44" lumo_energy_ha="-0.0409 / -0.0409" e_above_lowest_kcal_mol=78.3 mol_weight_g_mol=210.0 charge=0
N 0.243 -0.226 -3.665 0.204
H 0.733 -0.304 0.709 0.038
H -0.118 1.135 0.155 0.076
C 1.221 -2.159 -1.720 -0.769
I 1.828 -3.156 0.005 0.876
C 0.670 -0.066 -1.367 -0.182
C 0.052 0.080 -0.052 -0.135
H -0.901 -0.448 0.025 0.079
O 1.151 -2.506 -2.829 -0.003
N 0.250 -0.038 -2.538 -0.185